[1]
75
Properties=species:S:1:pos:R:3 method="wB97M-V/def2-TZVPD" e_lumo_ev=-4.72 gap_ev=4.8 homo_ev=-9.528 charge=+1
O -6.229 0.291 0.472
N -5.592 1.209 1.042
O -6.012 2.386 1.101
C -4.330 0.890 1.611
C -3.528 1.903 2.180
C -2.182 1.661 2.361
C -1.585 0.408 1.966
C -0.173 0.221 1.851
C 0.785 1.197 2.183
N 1.873 0.830 2.911
C 1.849 -0.379 3.725
C 3.184 -0.373 4.493
C 4.082 0.664 3.789
C 3.181 1.453 2.828
C 0.626 2.587 1.703
C -0.139 2.824 0.548
C -0.160 4.064 -0.075
C 0.503 5.140 0.522
C 1.162 4.959 1.741
C 1.162 3.712 2.369
C -2.491 -0.662 1.680
C -3.818 -0.413 1.424
H -3.985 2.866 2.411
H -1.563 2.472 2.742
H 0.191 -0.788 1.644
H 0.981 -0.373 4.406
H 1.774 -1.286 3.102
H 2.992 -0.077 5.533
H 3.624 -1.376 4.505
H 4.556 1.330 4.513
H 4.879 0.178 3.216
H 3.580 1.429 1.800
H 3.139 2.504 3.126
H -0.744 2.015 0.149
H -0.707 4.179 -1.011
H 0.493 6.118 0.039
H 1.673 5.797 2.222
H 1.566 3.616 3.381
H -2.104 -1.681 1.599
H -4.486 -1.179 1.036
C -3.489 -5.356 -1.127
O -3.634 -4.059 -1.733
C -2.682 -3.110 -1.538
C -1.517 -3.323 -0.767
C -0.606 -2.296 -0.624
C -0.808 -1.034 -1.225
C 0.171 0.005 -1.105
C 1.547 -0.205 -1.130
C 2.547 0.848 -1.323
C 2.441 2.194 -1.627
C 3.606 2.911 -1.957
C 4.854 2.271 -2.017
C 4.972 0.897 -1.749
C 3.811 0.219 -1.402
N 3.602 -1.158 -1.313
C 4.629 -2.161 -1.511
C 2.282 -1.424 -1.155
C -1.998 -0.836 -1.984
C -2.909 -1.845 -2.143
H -4.336 -5.898 -1.546
H -2.545 -5.850 -1.399
H -3.571 -5.307 -0.030
H -1.336 -4.289 -0.288
H 0.292 -2.463 -0.024
H -0.161 1.006 -1.349
H 1.452 2.656 -1.625
H 3.535 3.975 -2.199
H 5.747 2.839 -2.274
H 5.919 0.365 -1.810
H 5.598 -1.661 -1.501
H 4.564 -2.914 -0.719
H 4.520 -2.672 -2.478
H 1.946 -2.453 -1.126
H -2.172 0.132 -2.465
H -3.822 -1.730 -2.728

***

[2]
58
Properties=species:S:1:pos:R:3 method="wB97M-V/def2-TZVPD" e_lumo_ev=-0.77 gap_ev=8.8 homo_ev=-9.606 charge=0
C -2.996 -1.191 -0.115
O -2.730 -1.273 -1.502
C -1.972 -0.187 -2.023
C -0.901 -0.649 -3.037
C -0.402 -2.074 -2.802
C 0.072 -2.361 -1.364
C 1.593 -2.271 -1.190
C 2.148 -0.836 -1.018
C 1.371 0.010 -0.045
C 0.987 -0.449 1.218
C 0.287 0.370 2.115
C -0.032 1.684 1.755
C 0.349 2.144 0.510
C 1.030 1.325 -0.369
C 1.290 2.126 -1.608
O 1.674 1.801 -2.686
N 0.965 3.498 -1.310
C 0.160 3.501 -0.089
O -0.505 4.376 0.379
H -2.829 -0.195 0.300
H -2.361 -1.906 0.423
H -4.032 -1.477 0.075
H -2.669 0.464 -2.556
H -1.464 0.379 -1.237
H -1.348 -0.588 -4.032
H -0.054 0.038 -3.020
H -1.227 -2.747 -3.018
H 0.389 -2.349 -3.503
H -0.192 -3.407 -1.176
H -0.469 -1.776 -0.625
H 2.040 -2.663 -2.106
H 1.955 -2.900 -0.374
H 2.264 -0.340 -1.976
H 3.163 -0.942 -0.616
H 1.262 -1.451 1.491
H -0.011 0.045 3.122
H -0.545 2.348 2.439
H 1.784 4.084 -1.206
C -4.476 -4.076 -2.603
Br -5.998 -5.218 -2.893
Br -3.241 -4.839 -1.337
Br -3.603 -3.618 -4.251
H -4.842 -3.155 -2.173
C 0.599 7.916 -1.388
Br 1.764 8.535 -2.800
Br -1.112 8.803 -1.447
Br 0.410 5.993 -1.381
H 1.066 8.195 -0.455
C 0.745 -2.973 4.810
Br 1.122 -4.821 4.414
Br -0.188 -2.099 3.367
Br -0.176 -2.773 6.487
H 1.696 -2.469 4.908
C 3.644 0.364 5.516
Br 5.392 0.962 4.980
Br 3.146 1.059 7.239
Br 2.314 0.763 4.172
H 3.693 -0.711 5.609

***

[3]
119
Properties=species:S:1:pos:R:3 method="wB97M-V/def2-TZVPD" de_lowest_kcal_mol=26.4 e_lumo_ev="3.59 / 3.59" s_squared=0.77 multiplicity=2 gap_ev="3.9 / 5.5" homo_ev="-0.331 / -1.932" charge=-2
Ca 0.026 0.435 1.071
N -2.168 2.447 4.535
C -1.617 2.591 3.305
N -0.970 1.506 2.990
C -1.160 0.640 4.088
N -1.884 1.213 5.021
C -0.544 -0.695 4.154
C -0.557 -1.448 5.301
N -0.127 -2.740 5.356
C 0.227 -3.241 4.150
C 0.216 -2.477 2.991
N 0.035 -1.150 2.967
H -3.011 2.859 4.828
H -1.818 3.463 2.656
H -0.934 -1.030 6.227
H 0.499 -4.282 4.106
H 0.476 -2.939 2.028
Cl 4.682 6.589 -1.505
C 3.783 5.267 -0.707
C 3.227 5.563 0.489
C 2.336 4.613 1.069
I 1.763 5.017 3.021
C 2.014 3.369 0.522
O 1.252 2.485 1.021
C 2.666 3.142 -0.809
N 2.307 2.002 -1.446
C 2.757 1.685 -2.647
C 3.662 2.546 -3.287
C 4.039 3.692 -2.660
C 3.559 4.030 -1.400
H 3.361 6.523 0.923
H 2.225 0.858 -3.180
H 4.004 2.332 -4.292
H 4.752 4.340 -3.154
C 0.936 -1.303 -0.716
H 0.053 -1.778 -1.202
H 1.204 -0.496 -1.361
Cl -2.923 -1.127 -3.722
C -2.612 -1.691 -2.055
Cl -4.081 -2.338 -1.362
H -2.205 -0.942 -1.376
H -1.911 -2.513 -2.179
C 5.620 -2.892 2.706
C 5.764 -3.601 1.509
C 4.819 -3.583 0.507
C 3.702 -2.732 0.628
C 3.629 -1.941 1.747
C 4.563 -2.034 2.806
Ge 2.179 -2.713 -0.649
C 1.145 -4.426 -0.088
C 0.255 -4.993 -1.006
C -0.242 -6.324 -0.825
C 0.067 -7.004 0.347
C 0.831 -6.352 1.347
C 1.352 -5.096 1.124
C 3.051 -3.452 -2.286
C 3.637 -2.567 -3.152
C 4.395 -3.074 -4.210
C 4.531 -4.450 -4.439
C 3.944 -5.323 -3.577
C 3.222 -4.832 -2.538
H 6.314 -2.968 3.501
H 6.714 -4.133 1.338
H 4.973 -4.143 -0.449
H 2.758 -1.339 1.910
H 4.378 -1.431 3.698
H 0.037 -4.468 -1.934
H -0.898 -6.716 -1.586
H -0.430 -7.961 0.466
H 0.997 -6.849 2.322
H 1.916 -4.667 1.931
H 3.534 -1.476 -3.103
H 4.928 -2.451 -4.866
H 5.101 -4.784 -5.327
H 4.033 -6.361 -3.768
H 2.743 -5.600 -1.937
C -6.550 2.115 2.097
C -5.345 1.185 1.847
C -5.187 -0.034 2.497
C -3.983 -0.742 2.233
C -3.789 -2.030 2.972
C -3.059 -0.323 1.345
C -3.187 0.906 0.631
C -4.371 1.644 0.916
N -2.142 1.150 -0.181
C -2.147 2.363 -1.005
C -3.308 2.418 -1.993
C -3.102 3.541 -3.002
C -3.149 4.837 -2.218
C -2.002 4.858 -1.208
C -0.690 4.690 -1.926
C -0.633 3.384 -2.694
C -1.763 3.415 -3.693
C -0.767 2.251 -1.776
C -2.145 3.699 -0.237
H -6.396 2.968 1.386
H -6.522 2.525 3.099
H -7.421 1.665 1.916
H -5.757 -0.272 3.403
H -4.422 -2.807 2.536
H -3.954 -2.010 4.049
H -2.780 -2.431 2.931
H -2.183 -0.954 1.083
H -4.754 2.467 0.287
H -4.239 2.679 -1.439
H -3.512 1.442 -2.467
H -3.865 3.468 -3.709
H -4.126 4.994 -1.615
H -3.098 5.766 -2.871
H -2.007 5.800 -0.670
H 0.161 4.743 -1.246
H -0.668 5.373 -2.714
H 0.293 3.274 -3.264
H -1.807 2.532 -4.332
H -1.693 4.242 -4.451
H -0.014 2.267 -1.044
H -0.730 1.245 -2.183
H -3.072 3.832 0.424
H -1.219 3.585 0.377

***

[4]
101
Properties=species:S:1:pos:R:3 method="wB97M-V/def2-TZVPD" e_lumo_ev=0.20 gap_ev=8.9 homo_ev=-8.744 charge=0 smiles="O=NOC[PH3]CCCO.CCCCCC.CCCCCC.CCCCCC.CCCCCC"
O 1.703 5.626 -0.211
N 1.967 5.622 0.942
O 3.191 6.165 1.230
C 3.778 6.958 0.190
P 2.621 8.375 -0.500
C 1.441 9.676 -1.170
C 0.183 9.032 -1.769
C -0.828 8.580 -0.724
O -1.991 8.017 -1.319
H 4.149 6.336 -0.633
H 4.648 7.409 0.670
H 1.781 8.145 0.633
H 3.673 9.300 -0.317
H 2.581 7.703 -1.756
H 1.139 10.352 -0.363
H 1.946 10.237 -1.962
H 0.470 8.148 -2.357
H -0.320 9.720 -2.452
H -1.171 9.429 -0.130
H -0.384 7.842 -0.047
H -1.733 7.209 -1.767
C 4.551 2.934 -0.442
C 3.378 2.502 -1.316
C 2.125 2.142 -0.520
C 2.283 0.963 0.441
C 2.729 -0.348 -0.206
C 1.741 -0.887 -1.237
H 4.869 2.135 0.229
H 5.413 3.210 -1.052
H 4.285 3.798 0.171
H 3.680 1.659 -1.944
H 3.126 3.316 -2.002
H 1.308 1.935 -1.219
H 1.808 3.014 0.056
H 1.326 0.798 0.946
H 2.994 1.226 1.229
H 2.857 -1.094 0.583
H 3.711 -0.224 -0.670
H 0.760 -1.052 -0.784
H 2.086 -1.841 -1.638
H 1.615 -0.202 -2.077
C -3.125 0.467 5.034
C -2.796 -0.967 4.634
C -1.307 -1.204 4.384
C -0.709 -0.380 3.242
C -1.382 -0.568 1.884
C -1.283 -1.992 1.351
H -2.858 1.177 4.250
H -4.192 0.585 5.230
H -2.586 0.751 5.940
H -3.373 -1.241 3.746
H -3.125 -1.643 5.427
H -1.146 -2.269 4.191
H -0.753 -0.980 5.301
H 0.352 -0.637 3.148
H -0.737 0.681 3.506
H -0.906 0.108 1.168
H -2.432 -0.266 1.932
H -0.239 -2.301 1.259
H -1.740 -2.064 0.362
H -1.791 -2.706 2.002
C 1.021 -4.572 2.864
C 1.048 -5.192 1.471
C 0.014 -6.300 1.277
C 0.188 -7.510 2.197
C 1.549 -8.199 2.099
C 1.844 -8.770 0.717
H 1.256 -5.302 3.640
H 1.751 -3.765 2.942
H 0.035 -4.155 3.080
H 2.052 -5.571 1.258
H 0.857 -4.411 0.729
H 0.036 -6.627 0.234
H -0.985 -5.882 1.438
H -0.595 -8.239 1.963
H 0.017 -7.209 3.234
H 1.579 -9.009 2.833
H 2.343 -7.503 2.385
H 1.079 -9.493 0.423
H 2.807 -9.282 0.701
H 1.878 -7.989 -0.045
C -3.994 -4.321 -4.917
C -4.446 -3.405 -3.784
C -4.581 -1.941 -4.200
C -3.283 -1.286 -4.677
C -2.138 -1.324 -3.665
C -2.446 -0.581 -2.369
H -3.006 -4.046 -5.289
H -3.939 -5.359 -4.584
H -4.693 -4.276 -5.755
H -3.752 -3.494 -2.943
H -5.415 -3.749 -3.413
H -4.991 -1.371 -3.362
H -5.322 -1.868 -5.003
H -3.495 -0.243 -4.934
H -2.951 -1.761 -5.604
H -1.253 -0.880 -4.127
H -1.873 -2.360 -3.437
H -2.680 0.467 -2.566
H -1.586 -0.611 -1.697
H -3.292 -1.024 -1.840

***

[5]
86
Properties=species:S:1:pos:R:3 method="wB97M-V/def2-TZVPD" de_lowest_kcal_mol=0.0 e_lumo_ev=-1.77 gap_ev=2.9 homo_ev=-4.685 charge=0
C 6.480 -2.482 -3.529
C 6.094 -1.101 -2.967
C 7.244 -0.590 -2.092
C 5.915 -0.156 -4.168
C 4.779 -1.213 -2.171
C 4.666 -0.874 -0.811
C 3.504 -1.079 -0.098
C 2.268 -1.492 -0.751
O 1.129 -1.431 -0.219
C 2.464 -1.947 -2.125
C 3.639 -1.735 -2.807
H 5.695 -2.900 -4.171
H 7.394 -2.392 -4.131
H 6.679 -3.196 -2.719
H 7.025 0.398 -1.673
H 7.454 -1.285 -1.270
H 8.156 -0.503 -2.695
H 5.613 0.848 -3.846
H 6.870 -0.066 -4.705
H 5.166 -0.533 -4.875
H 5.521 -0.452 -0.281
H 3.478 -0.873 0.972
H 1.599 -2.384 -2.620
H 3.689 -2.004 -3.866
C -6.885 -5.504 2.114
N -5.971 -4.959 3.100
C -6.205 -5.486 4.433
C -5.131 -3.924 2.816
C -4.296 -3.315 3.808
C -3.375 -2.351 3.443
C -3.311 -1.822 2.125
C -2.367 -0.794 1.791
C -2.256 -0.157 0.576
C -1.492 1.017 0.333
C -1.863 1.912 -0.751
C -3.150 1.814 -1.332
C -3.567 2.690 -2.321
C -2.697 3.710 -2.804
N -3.089 4.586 -3.779
C -2.342 5.790 -4.079
C -4.111 4.288 -4.765
C -1.410 3.835 -2.206
C -0.997 2.917 -1.259
C -0.360 1.306 1.195
C 0.313 0.270 1.882
C 1.343 0.517 2.766
C 1.944 1.798 2.795
N 3.104 1.980 3.523
C 4.263 2.640 2.971
C 3.210 1.600 4.921
C 1.312 2.852 2.081
C 0.108 2.628 1.433
C -4.233 -2.338 1.177
C -5.034 -3.427 1.483
H -6.399 -5.655 1.144
H -7.239 -6.477 2.478
H -7.763 -4.843 1.991
H -5.622 -4.949 5.187
H -7.284 -5.396 4.663
H -5.931 -6.556 4.472
H -4.348 -3.630 4.850
H -2.658 -1.971 4.171
H -1.792 -0.413 2.630
H -2.872 -0.547 -0.224
H -3.833 1.047 -0.976
H -4.582 2.631 -2.715
H -1.848 6.182 -3.185
H -1.591 5.603 -4.863
H -3.053 6.538 -4.445
H -4.663 3.374 -4.515
H -4.807 5.141 -4.820
H -3.641 4.164 -5.760
H -0.744 4.652 -2.497
H 0.014 3.007 -0.872
H 0.020 -0.763 1.728
H 1.767 -0.293 3.364
H 4.181 2.725 1.879
H 4.379 3.643 3.399
H 5.155 2.057 3.235
H 2.260 1.183 5.286
H 4.035 0.879 5.050
H 3.435 2.501 5.515
H 1.782 3.841 2.082
H -0.428 3.492 1.035
H -4.302 -1.895 0.180
H -5.603 -3.899 0.677